# C3H14N3O

A 2-piece molecular cluster, C3H14N3O overall (ωB97M-V/def2-TZVPD, the Open Molecules 2025 dataset).

```
! RIJCOSX wB97M-V def2-TZVPD def2/J DEFGRID3
* xyz 0 2
N -0.19959 1.33286 1.47229
C -0.95299 2.49784 1.15850
O -0.16468 3.68855 1.22631
H 0.59529 1.26198 0.84064
H 0.19249 1.41455 2.40335
H -1.39114 2.37966 0.16043
H -1.77544 2.59670 1.87847
H -0.74682 4.41934 0.93796
C 0.83745 -1.38135 -1.46460
N 1.42308 -0.07007 -1.76361
C -0.03521 -1.27630 -0.22247
N -0.67069 -2.60534 0.06330
H 1.51372 -2.24487 -1.40014
H 0.13947 -1.59949 -2.28038
H 2.10069 0.14508 -1.03206
H 2.02051 -0.16714 -2.57962
H -0.86303 -0.60355 -0.42424
H 0.50338 -0.98364 0.67072
H -1.34159 -2.52195 0.85770
H -1.21136 -2.94888 -0.78397
H 0.02646 -3.33397 0.28141
*
```

Computed properties:
* DFT total energy: -362.06882 hartree
* max |F|: 0.0189 Eh/bohr
* HOMO level (alpha / beta): -0.133 / -0.379 hartree
* energy relative to the best compared isomer or geometry (same formula, charge and spin): 7.2 kJ/mol



# C3H14N5

A 2-piece molecular cluster, C3H14N5 overall at a distorted geometry (ωB97M-V/def2-TZVPD, the Open Molecules 2025 dataset).

```
! RIJCOSX wB97M-V def2-TZVPD def2/J DEFGRID3
* xyz 1 1
N -1.11234 0.72989 -0.30381
C -1.21051 -0.32081 -1.38586
C 0.17596 -0.67670 -1.89533
N -0.01400 -1.53374 -3.07674
H -1.16209 0.35679 0.65351
H -0.20386 1.22070 -0.29958
H -1.84150 1.44675 -0.36046
H -1.75280 -1.15831 -0.95249
H -1.79398 0.08412 -2.20701
H 0.66064 0.24949 -2.21339
H 0.80479 -1.12412 -1.11820
H 0.89184 -1.88661 -3.35083
H -0.53379 -2.35635 -2.79571
N -0.20497 0.83243 2.76852
C 0.93275 0.69982 1.99200
N 1.48400 -0.59023 2.08112
N 1.43997 1.57575 1.21305
H -0.43378 1.76725 3.05522
H -0.35623 0.13304 3.48462
H 0.83431 -1.31405 1.80989
H 2.30381 -0.64527 1.48346
H 1.09178 2.51015 1.41803
*
```

Computed properties:
* DFT total energy: -396.25486 hartree
* max |F|: 0.0199 Eh/bohr
* HOMO level: -0.496 hartree
* energy relative to the best compared isomer or geometry (same formula, charge and spin): 109.3 kJ/mol



# C3H14N6

A 2-piece molecular cluster, C3H14N6 overall at a distorted geometry (ωB97M-V/def2-TZVPD, the Open Molecules 2025 dataset).

```
! RIJCOSX wB97M-V def2-TZVPD def2/J DEFGRID3
* xyz 2 3
C 1.52603 -2.54751 -4.17034
C 2.36317 -1.87058 -3.02985
C -0.42629 -3.82617 -4.23911
N 0.41701 -3.21254 -3.55522
N 3.77104 -1.58679 -0.66839
N -4.05166 6.24349 6.82231
N 2.90900 -2.53680 -0.79045
N 2.41134 -2.74206 -1.90824
N -4.68044 5.09305 6.17336
H 1.27868 -1.85009 -5.00339
H 2.20820 -3.25783 -4.55223
H 3.36773 -1.55371 -3.51492
H 1.90882 -0.82964 -2.78687
H -1.04871 -4.60173 -3.79021
H -0.61568 -3.55738 -5.32545
H 1.73818 -3.51521 -1.95134
H 4.21790 -1.51133 0.29037
H 3.88115 -0.99260 -1.50329
H -4.24367 6.44597 7.84702
H -4.38624 7.03570 6.34629
H -2.91390 6.19292 6.68991
H -5.60401 4.71511 6.38782
H -4.02765 4.26574 6.23222
*
```

Computed properties:
* DFT total energy: -450.34804 hartree
* max |F|: 0.1138 Eh/bohr
* HOMO level (alpha / beta): -0.367 / -0.543 hartree



# C3H14NO3

A 3-piece molecular cluster, C3H14NO3 overall at a distorted geometry (ωB97M-V/def2-TZVPD, the Open Molecules 2025 dataset).

```
! RIJCOSX wB97M-V def2-TZVPD def2/J DEFGRID3
* xyz 1 1
O -0.14619 -2.61684 0.06391
C -1.21457 -1.76703 -0.36299
C -0.59818 -0.68855 -1.23133
N 0.47435 0.07098 -0.46936
C 1.76909 0.20762 -1.09369
H -0.50243 -3.46505 0.34648
H -1.94143 -2.35641 -0.96749
H -1.70901 -1.34921 0.57574
H -1.46894 -0.02994 -1.38230
H -0.19652 -1.08528 -2.18645
H 0.48918 -0.46511 0.41213
H 0.12498 1.02898 -0.36464
H 2.22068 -0.82494 -1.34103
H 2.59622 0.59943 -0.40001
H 1.79458 0.95904 -1.88091
H -1.64356 3.79259 0.33529
H -0.61760 4.73719 -0.23219
O -0.87215 3.80227 -0.24553
H -0.17735 -0.21132 2.89415
H 0.99739 0.71613 3.42222
O 0.66505 0.19702 2.68763
*
```

Computed properties:
* DFT total energy: -402.91117 hartree
* max |F|: 0.0862 Eh/bohr
* HOMO level: -0.543 hartree
* energy relative to the best compared isomer or geometry (same formula, charge and spin): 119.3 kJ/mol



# C3H14NO4

C3H14NO4 as an isolated structure at a distorted geometry (ωB97M-V/def2-TZVPD, the Open Molecules 2025 dataset).

```
! RIJCOSX wB97M-V def2-TZVPD def2/J DEFGRID3
* xyz -1 1
C -0.70044 -1.77837 -0.89970
O 0.69608 -1.43692 -0.84789
C -1.77483 -0.58142 -0.90492
C -2.00792 -0.19712 0.50871
N -1.56968 0.51914 -1.85027
H -0.97017 -2.34370 -0.06758
H -0.66150 -2.20793 -1.90690
H -2.62402 -1.16542 -1.28427
H -1.14016 0.39821 0.98094
H -2.81563 0.48587 0.56490
H -2.32531 -1.05487 1.18242
H -1.17565 1.37302 -1.42010
H -0.87442 0.28546 -2.55181
H 2.07408 -0.42318 1.61527
H 2.45966 -0.89116 0.39482
O 2.95753 -0.41818 1.09809
H 0.84209 1.85019 1.37674
H 1.00310 2.09691 2.77630
O 0.80314 2.65535 1.99800
H 0.78860 -0.40027 -0.22689
H 1.64564 1.17147 -0.12393
O 0.84140 0.78845 0.22444
*
```

Computed properties:
* DFT total energy: -478.40780 hartree
* max |F|: 0.0907 Eh/bohr
* HOMO level: -0.169 hartree
* energy relative to the best compared isomer or geometry (same formula, charge and spin): 171.6 kJ/mol



# C3H14NO4

A 4-piece molecular cluster, C3H14NO4 overall at a distorted geometry (ωB97M-V/def2-TZVPD, the Open Molecules 2025 dataset).

```
! RIJCOSX wB97M-V def2-TZVPD def2/J DEFGRID3
* xyz 0 2
C 0.03009 1.95624 0.93941
N 0.75207 0.73351 0.50429
C 0.08398 -0.50451 1.00243
O -0.67583 -0.85420 -0.11583
C 0.03823 3.03806 -0.14424
H 0.57254 2.37980 1.79191
H -0.97909 1.69952 1.25296
H 0.61705 0.67717 -0.50783
H 0.85416 -1.24870 1.12574
H -0.60353 -0.37712 1.83823
H -0.90448 3.58731 -0.12927
H 0.91182 3.68385 -0.12640
H 0.02631 2.64267 -1.17524
H 3.74690 -0.88295 -0.06915
H 2.99750 0.39625 0.47260
O 3.83795 0.02969 0.24555
H -0.37680 -2.29050 -1.19810
H -1.44283 -3.21247 -2.04963
O -0.55283 -3.14857 -1.64667
H -3.23446 0.09095 -0.71796
H -2.37556 -0.95096 -0.13295
O -3.31320 -0.77903 -0.31783
*
```

Computed properties:
* DFT total energy: -478.30281 hartree
* max |F|: 0.0315 Eh/bohr
* HOMO level (alpha / beta): -0.401 / -0.397 hartree
* energy relative to the best compared isomer or geometry (same formula, charge and spin): 46.9 kJ/mol



# C3H14NO4

A 4-piece molecular cluster, C3H14NO4 overall at a distorted geometry (ωB97M-V/def2-TZVPD, the Open Molecules 2025 dataset).

```
! RIJCOSX wB97M-V def2-TZVPD def2/J DEFGRID3
* xyz 1 1
O 1.66939 -1.44421 2.06070
C 1.93458 -0.36520 1.57081
C 0.69376 0.35592 1.05740
C 1.11668 1.56126 0.17636
N -0.20934 -0.68563 0.35534
H 2.93073 -0.08226 1.29992
H 0.11215 0.86458 1.82540
H 1.44191 1.28724 -0.79777
H 1.84450 2.08547 0.83383
H 0.22757 2.20582 0.10267
H -0.02789 -1.63158 0.67839
H 0.10497 -0.71227 -0.61706
H -1.20488 -0.40074 0.43614
H 2.46523 1.55551 -3.32298
H 1.45202 0.95076 -4.11426
O 1.56837 1.18284 -3.17527
H -1.89435 -3.10415 -0.96351
H -2.34087 -2.40468 0.35963
O -1.74491 -2.30975 -0.39576
H -3.48473 0.32673 1.67939
H -3.49744 0.68488 0.14136
O -3.15747 0.07943 0.80927
*
```

Computed properties:
* DFT total energy: -478.15446 hartree
* max |F|: 0.0736 Eh/bohr
* HOMO level: -0.521 hartree
* energy relative to the best compared isomer or geometry (same formula, charge and spin): 133.5 kJ/mol



# C3H14NO4

A 3-piece molecular cluster, C3H14NO4 overall at a distorted geometry (ωB97M-V/def2-TZVPD, the Open Molecules 2025 dataset).

```
! RIJCOSX wB97M-V def2-TZVPD def2/J DEFGRID3
* xyz 1 1
C -0.57618 -0.80821 0.86246
O -0.71289 0.37377 1.62513
C 0.50426 -0.46606 -0.16436
C 0.31151 -1.33011 -1.43190
O -0.96019 -1.73377 -1.76779
N 0.73101 1.01678 -0.33314
H -1.51121 -1.07678 0.33612
H -0.35985 -1.62961 1.57217
H -1.16583 0.33683 2.48192
H 1.43719 -0.59804 0.44352
H 0.58293 -0.69977 -2.30552
H 1.04401 -2.16359 -1.40575
H -1.22724 -2.57963 -1.33842
H 1.71683 1.09910 -0.61994
H 0.01276 1.48547 -0.87241
H 0.53350 1.41558 0.65416
H -2.73767 2.22973 -2.36824
H -2.90739 1.28579 -1.31444
O -2.19041 1.82471 -1.67829
H 2.00528 0.27899 2.98051
H 3.09787 1.13912 2.50539
O 2.37170 0.59970 2.13883
*
```

Computed properties:
* DFT total energy: -478.14584 hartree
* max |F|: 0.0498 Eh/bohr
* HOMO level: -0.524 hartree
* energy relative to the best compared isomer or geometry (same formula, charge and spin): 156.1 kJ/mol



# C3H14NReS

C3H14NReS as an isolated structure at a distorted geometry (ωB97M-V/def2-TZVPD, the Open Molecules 2025 dataset).

```
! RIJCOSX wB97M-V def2-TZVPD def2/J DEFGRID3
* xyz 1 4
C -1.36516 -2.19663 -0.16028
Re -0.40972 -0.44942 -0.01661
N 0.96574 1.20304 0.04663
H -0.89213 0.15631 -1.44331
H 0.51331 2.12293 0.05902
H 1.21988 -0.79367 -0.10894
H -1.14717 -2.67207 -1.12858
H -2.37577 -1.84308 -0.03693
H -0.94787 -2.86788 0.60091
H 1.54821 1.09799 0.86459
H 1.55184 1.12994 -0.78109
C -1.65317 1.77456 2.39086
S -2.16649 0.68692 1.00213
C -3.43327 -0.28918 1.97823
H -0.63869 2.14549 2.22805
H -1.74162 1.25202 3.34614
H -2.35910 2.61590 2.35519
H -3.11510 -0.38778 3.01600
H -4.34779 0.31180 1.92420
H -3.62314 -1.26390 1.53372
*
```

Computed properties:
* DFT total energy: -653.51845 hartree
* max |F|: 0.0546 Eh/bohr
* HOMO level (alpha / beta): -0.450 / -0.501 hartree
* energy relative to the best compared isomer or geometry (same formula, charge and spin): 0.0 kJ/mol



# C3H14O3S

A 4-piece molecular cluster, C3H14O3S overall at a distorted geometry (ωB97M-V/def2-TZVPD, the Open Molecules 2025 dataset).

```
! RIJCOSX wB97M-V def2-TZVPD def2/J DEFGRID3
* xyz 0 1
C 0.55348 -0.92757 -1.62781
C 0.87167 -0.89702 -0.14194
S 0.78132 0.80482 0.52484
C 0.59651 0.44187 2.27004
H 0.14564 -1.88538 -1.94700
H -0.15622 -0.16880 -1.96202
H 1.45320 -0.72531 -2.20224
H 0.37579 -1.62102 0.49005
H 1.93133 -1.15121 -0.06508
H 1.39641 -0.18055 2.69306
H -0.26884 -0.21799 2.41094
H 0.50915 1.32171 2.86414
O 3.86464 0.64600 -0.99949
H 3.29798 0.56076 -0.21719
H 4.33183 -0.19694 -1.01978
O -4.54038 -1.54432 0.42846
H -4.65924 -1.13849 1.29605
H -4.45659 -0.76396 -0.14034
O -2.32089 0.82840 -1.01136
H -1.79222 1.63005 -1.08003
H -2.04798 0.47125 -0.15933
*
```

Computed properties:
* DFT total energy: -746.58228 hartree
* max |F|: 0.0370 Eh/bohr
* HOMO level: -0.331 hartree
* energy relative to the best compared isomer or geometry (same formula, charge and spin): 67.2 kJ/mol



# C3H14O3S

A 4-piece molecular cluster, C3H14O3S overall at a distorted geometry (ωB97M-V/def2-TZVPD, the Open Molecules 2025 dataset).

```
! RIJCOSX wB97M-V def2-TZVPD def2/J DEFGRID3
* xyz 0 1
C 2.59231 0.41227 -1.39953
C 2.37556 -0.32194 -0.04054
C 0.98671 -0.14342 0.50069
S 0.47558 -1.51537 1.68434
H 3.65748 0.62257 -1.53599
H 2.07197 1.39913 -1.36617
H 2.17214 -0.22361 -2.18996
H 2.55191 -1.38857 -0.21182
H 3.15458 0.02054 0.65381
H 0.15948 -0.17702 -0.32884
H 0.84653 0.71990 1.14235
H 0.68282 -2.46913 0.74102
O -2.79564 -0.04136 0.52460
H -2.64787 0.82845 0.92783
H -2.74362 -0.60102 1.31024
O -1.77692 0.09175 -2.09338
H -2.52251 0.27351 -2.67475
H -2.20760 -0.02620 -1.22413
O -1.23575 2.51329 -0.29857
H -0.95646 1.97040 -1.05352
H -1.16948 3.40034 -0.67368
*
```

Computed properties:
* DFT total energy: -746.59533 hartree
* max |F|: 0.0504 Eh/bohr
* HOMO level: -0.327 hartree
* energy relative to the best compared isomer or geometry (same formula, charge and spin): 33.0 kJ/mol



# C3H14O3S2

A 4-piece molecular cluster, C3H14O3S2 overall at a distorted geometry (ωB97M-V/def2-TZVPD, the Open Molecules 2025 dataset).

```
! RIJCOSX wB97M-V def2-TZVPD def2/J DEFGRID3
* xyz 0 1
C -0.78318 -1.55500 -1.26205
C -1.67628 -0.56558 -0.47492
S -1.22512 -0.22820 1.27858
S -0.10013 1.35088 1.45351
C 1.37251 1.02352 0.51012
H -0.40404 -1.06453 -2.17114
H -1.39421 -2.38464 -1.62012
H 0.14626 -1.91226 -0.83190
H -1.86519 0.22944 -1.17300
H -2.59847 -1.08328 -0.19762
H 1.24346 0.59554 -0.49225
H 1.76787 2.00601 0.22296
H 1.96996 0.33900 1.10886
O 2.66334 -1.81988 0.41378
H 2.58328 -2.32494 1.21397
H 3.49568 -1.33668 0.32133
O 2.19338 -1.46825 -2.30355
H 1.42389 -1.98942 -2.57986
H 2.48046 -1.72957 -1.41173
O -2.08476 2.64022 -1.48654
H -1.12664 2.56896 -1.51667
H -2.18116 1.75821 -1.08545
*
```

Computed properties:
* DFT total energy: -1144.74277 hartree
* max |F|: 0.0421 Eh/bohr
* HOMO level: -0.306 hartree
* energy relative to the best compared isomer or geometry (same formula, charge and spin): 138.0 kJ/mol